Below is C39H99N7O9Y as an isolated structure at a distorted geometry, with properties calculated with ωB97M-V/def2-TZVPD.

Each line ends with the Löwdin charge.
CARTESIAN COORDINATES (ANGSTROEM)
Y -4.02569 0.61398 1.28484  1.73
C 0.49730 -4.67421 2.86204  -0.11
C 1.97726 -4.94479 2.44678  -0.70
C 2.19347 -4.59222 0.96706  -0.11
O 2.95417 -4.43444 3.24981  -0.30
H 0.25895 -4.95495 3.89554  0.06
H -0.19266 -5.37354 2.36464  0.05
H 0.08242 -3.65751 2.77839  0.01
H 2.06493 -6.04280 2.56830  0.10
H 2.45476 -3.52627 0.93577  0.04
H 1.30935 -4.79062 0.34989  0.05
H 3.08884 -5.04719 0.54089  0.06
C -1.40853 -1.52189 -1.80786  -0.04
C -1.40814 -1.48334 -0.27064  -0.56
C 0.02939 -1.61606 0.32678  -0.03
O -2.07987 -0.38107 0.26402  -0.36
H -2.39069 -1.88721 -2.10999  0.05
H -0.73087 -2.26672 -2.23222  0.08
H -1.00951 -0.57038 -2.15302  0.05
H -1.82694 -2.46440 0.00840  0.12
H 0.04196 -1.94997 1.36279  0.06
H 0.46725 -0.62268 0.20733  0.04
H 0.60644 -2.31378 -0.28016  0.07
C -5.11738 2.07724 -3.16058  -0.04
C -5.07476 1.20406 -1.93047  -0.41
C -5.06131 -0.30060 -2.15001  -0.15
O -4.93988 -0.84360 -0.81591  -0.30
C -4.96873 -2.28872 -0.87823  -0.05
N -3.93987 1.55144 -1.05329  0.00
H -5.34914 3.13502 -3.01486  0.09
H -5.92333 1.88834 -3.87917  0.09
H -4.21178 1.96052 -3.75991  0.07
H -6.04621 1.37083 -1.44612  0.14
H -4.23053 -0.55941 -2.81084  0.14
H -6.02131 -0.61618 -2.55916  0.14
H -4.75105 -2.62244 0.13337  0.09
H -4.35181 -2.67757 -1.68172  0.10
H -6.02774 -2.53357 -1.00917  0.09
H -3.93291 2.56948 -1.01317  0.09
H -3.11824 1.30640 -1.60239  0.06
C -2.75043 -2.95682 4.05383  -0.01
C -3.33800 -1.97942 3.02660  -0.44
C -4.83350 -2.03302 3.11250  -0.14
O -5.32229 -1.21457 2.03712  -0.34
C -6.68587 -1.44613 1.65432  -0.05
N -2.84346 -0.63317 3.19833  0.02
H -3.04517 -3.96290 3.75963  0.10
H -3.08772 -2.68521 5.05654  0.10
H -1.66187 -2.90209 4.00634  0.08
H -3.07649 -2.35750 2.03156  0.14
H -5.16793 -1.43397 3.96724  0.13
H -5.20380 -3.05468 3.11976  0.15
H -6.76716 -1.63170 0.58276  0.07
H -7.26588 -0.57882 1.96001  0.10
H -7.11719 -2.41707 1.91019  0.12
H -2.86005 -0.56412 4.21996  0.10
H -1.82388 -0.64299 3.11437  0.12
C 5.47616 0.56527 6.89215  -0.08
C 4.56980 -0.43140 6.16177  -0.41
C 4.49012 -0.29967 4.60763  -0.23
O 3.68755 -1.34653 4.14606  -0.16
C 2.99674 -1.04221 2.95370  -0.12
N 5.13402 -1.78469 6.38940  0.03
H 6.52112 0.40571 6.63197  0.08
H 5.36293 0.58499 7.97547  0.07
H 5.12283 1.54960 6.55338  0.07
H 3.58113 -0.53184 6.61631  0.13
H 5.47640 -0.22332 4.13511  0.13
H 4.05922 0.69137 4.38171  0.10
H 3.67960 -0.85712 2.11541  0.09
H 2.34870 -0.16829 3.11236  0.06
H 2.43539 -1.93028 2.66056  0.06
H 6.13182 -1.64259 6.52043  0.06
H 4.83057 -1.95581 7.34819  0.07
C -1.24896 1.76543 -3.66246  -0.03
C -0.37816 2.47835 -2.59023  -0.40
C -0.02505 3.90548 -2.99967  -0.21
O 0.36464 4.00854 -4.33309  -0.18
C 1.65976 3.46837 -4.59355  -0.07
N -0.94040 2.36279 -1.24925  0.05
H -0.67581 1.44858 -4.53453  0.07
H -1.89356 2.51014 -4.14093  0.08
H -1.74270 0.91636 -3.19942  0.04
H 0.49354 1.80859 -2.57819  0.11
H 0.82648 4.23644 -2.38736  0.11
H -0.82080 4.63509 -2.83056  0.13
H 2.44349 4.18109 -4.31676  0.10
H 1.66573 3.33825 -5.67194  0.10
H 1.90246 2.56683 -4.03310  0.06
H -1.21061 1.46117 -0.87430  0.03
H -0.23118 2.79923 -0.66178  0.05
C -3.16718 4.57143 1.75336  -0.04
C -2.40888 3.38939 2.37320  -0.35
C -3.06106 2.79362 3.60104  -0.13
O -4.03100 1.74706 3.34834  -0.35
C -4.72546 1.37913 4.53805  -0.07
N -2.33625 2.35929 1.29978  -0.03
H -2.58602 4.94950 0.90639  0.09
H -3.21048 5.44148 2.40907  0.09
H -4.13361 4.35610 1.29119  0.08
H -1.37984 3.72909 2.49424  0.15
H -3.40333 3.54403 4.31621  0.14
H -2.34977 2.23832 4.22744  0.14
H -5.73814 1.05166 4.28628  0.10
H -4.89103 2.19488 5.23987  0.11
H -4.31546 0.52188 5.07116  0.09
H -2.19685 2.72770 0.35009  0.04
H -1.37692 1.99343 1.38945  0.06
C 2.59109 1.67986 -0.21878  -0.03
C 2.23443 2.28250 1.16661  -0.39
C 2.38874 3.78055 1.14197  -0.21
O 1.62886 4.35315 0.09765  -0.22
C 1.87223 5.72697 -0.13909  -0.09
N 0.83353 1.92023 1.46985  0.05
H 3.68125 1.71439 -0.25633  0.09
H 2.16376 2.30394 -1.00162  0.06
H 2.27140 0.64422 -0.32872  0.06
H 2.81983 1.76442 1.93024  0.12
H 3.43650 4.09329 1.11790  0.14
H 2.02856 4.12657 2.12311  0.12
H 2.73611 5.85978 -0.79614  0.10
H 1.91101 6.30840 0.78203  0.09
H 1.05742 6.10068 -0.76281  0.08
H 0.77512 2.16626 2.45528  0.08
H 0.73831 0.92936 1.28749  0.04
C 5.33597 -3.11895 -3.76933  -0.02
C 4.10929 -2.17339 -3.51013  -0.48
C 4.75196 -0.75421 -3.50580  -0.11
C 3.64139 0.28208 -3.72182  -0.18
C 2.79273 0.13798 -4.98635  -0.12
C 2.31969 -1.33818 -5.21521  -0.49
N 3.28491 -2.32589 -4.71285  -0.11
O 2.82953 -3.64976 -4.82130  -0.02
C 0.93378 -1.46836 -4.61122  -0.04
C 2.28442 -1.55998 -6.75022  -0.03
C 3.41286 -2.50162 -2.17905  -0.03
H 5.16877 -4.07014 -4.27290  0.07
H 5.77337 -3.38862 -2.80630  0.08
H 6.02799 -2.57631 -4.41039  0.07
H 5.13169 -0.59851 -2.49509  0.12
H 5.55029 -0.62973 -4.23179  0.11
H 4.19430 1.22689 -3.78052  0.11
H 2.98058 0.38935 -2.85899  0.08
H 3.22008 0.51753 -5.91405  0.11
H 1.85949 0.67954 -4.84017  0.07
H 0.99073 -1.33596 -3.52477  0.06
H 0.21558 -0.74259 -4.99053  0.07
H 0.59134 -2.50072 -4.71503  0.09
H 2.09221 -2.59018 -7.05018  0.07
H 1.55063 -0.94013 -7.27460  0.08
H 3.22136 -1.22493 -7.19906  0.08
H 4.06810 -2.55995 -1.30460  0.09
H 2.89785 -3.46049 -2.18520  0.09
H 2.78317 -1.65890 -1.87540  0.05
H 2.99912 -3.90729 -5.73427  0.10

The net charge is +1. The total energy comes out at -2643.62776 hartree. As for the orbital gap: 1.433 eV. As for the spin multiplicity: 1. The LUMO energy comes out at -4.19 eV.

---

Below is a 11-piece molecular cluster, C39H99NO11 overall at a distorted geometry, with properties calculated with ωB97M-V/def2-TZVPD.

Each line ends with the Löwdin charge.
CARTESIAN COORDINATES (ANGSTROEM)
C -17.77475 6.26095 -8.78960  -0.03
C -17.74041 5.71879 -7.32326  -0.52
C -18.09092 4.25365 -7.26618  -0.03
C -16.19114 5.83372 -6.97582  -0.12
C -15.85403 5.76021 -5.45542  -0.16
C -16.74289 6.76005 -4.66510  -0.12
C -18.24926 6.58544 -5.03394  -0.53
C -18.70805 5.30422 -4.34766  -0.03
C -19.06919 7.76752 -4.42289  -0.02
N -18.37868 6.63378 -6.46638  -0.07
O -19.75596 6.69351 -6.90373  -0.04
H -17.39587 7.30056 -8.74946  0.09
H -17.15696 5.71924 -9.52946  0.09
H -18.76491 6.43313 -9.18790  0.05
H -19.17271 3.99826 -7.55291  0.10
H -17.34803 3.78239 -7.95089  0.10
H -18.02034 3.81980 -6.26937  0.04
H -15.69500 5.03076 -7.46010  0.09
H -15.78133 6.79162 -7.25873  0.11
H -16.07086 4.71696 -5.10232  0.11
H -14.79985 5.93255 -5.27259  0.10
H -16.39178 7.76349 -4.80517  0.11
H -16.74360 6.58156 -3.59545  0.11
H -18.70986 5.49911 -3.24585  0.10
H -18.03856 4.43160 -4.56293  0.08
H -19.73205 5.12186 -4.65227  0.06
H -20.20970 7.68506 -4.52130  0.10
H -18.82199 8.73117 -4.93619  0.10
H -18.76410 7.66408 -3.41151  0.06
H -20.28149 6.01398 -6.46128  0.06
C -24.70975 1.36492 -12.74160  -0.04
C -24.91816 0.65107 -11.40719  -0.41
C -25.73308 -0.64561 -11.49387  -0.04
O -23.55334 0.34941 -10.81680  -0.13
H -25.65978 1.70271 -13.17261  0.08
H -24.18110 0.67848 -13.41850  0.08
H -24.04609 2.23612 -12.53551  0.06
H -25.38520 1.37152 -10.69262  0.11
H -25.17249 -1.31747 -12.18806  0.10
H -26.59607 -0.38146 -12.08573  0.07
H -26.02324 -1.01068 -10.54422  0.05
H -23.74411 0.10558 -9.87029  0.07
C -25.06352 -1.74930 -7.32741  -0.04
C -25.28230 -0.27489 -7.13703  -0.50
C -24.42735 0.33894 -6.09132  -0.05
O -25.02627 0.38535 -8.39281  -0.11
H -25.85663 -2.11169 -8.01350  0.09
H -25.07488 -2.24576 -6.35563  0.09
H -24.08894 -1.82057 -7.82072  0.07
H -26.33316 -0.10120 -6.93141  0.12
H -25.04768 0.32213 -5.14563  0.10
H -24.08022 1.37584 -6.23443  0.07
H -23.53997 -0.30583 -5.91869  0.08
H -25.41088 1.29072 -8.44913  0.04
C -23.05289 5.64354 -4.90866  -0.05
C -22.72953 4.43191 -5.77389  -0.50
C -23.39776 4.65414 -7.17272  -0.05
O -21.34362 4.24947 -5.83507  -0.07
H -22.73907 5.53711 -3.84508  0.09
H -24.19360 5.65988 -4.94300  0.09
H -22.71025 6.52979 -5.46618  0.08
H -23.26092 3.55750 -5.39902  0.12
H -23.22259 3.84797 -7.92283  0.06
H -22.96951 5.55029 -7.65191  0.06
H -24.50590 4.82137 -7.07418  0.09
H -21.23509 3.52434 -6.47623  0.04
C -23.67679 -3.78323 -10.42400  -0.04
C -22.17012 -3.35144 -10.22563  -0.46
C -21.22822 -4.54013 -10.38426  -0.05
O -21.84581 -2.32181 -11.18346  -0.09
H -24.23072 -2.90241 -10.14637  0.03
H -23.98213 -4.58672 -9.77382  0.07
H -23.76778 -3.94812 -11.54187  0.11
H -22.04559 -2.82529 -9.20691  0.14
H -21.46790 -5.15365 -9.52341  0.08
H -20.16626 -4.32141 -10.32904  0.08
H -21.47578 -5.02245 -11.33518  0.09
H -22.23779 -1.50215 -10.86484  0.05
C -28.83019 2.02067 -8.13356  -0.04
C -27.72949 2.11913 -9.14410  -0.47
C -28.10544 2.89446 -10.38063  -0.04
O -26.51971 2.53415 -8.44539  -0.08
H -28.98660 2.95454 -7.65393  0.08
H -28.43291 1.37968 -7.34573  0.08
H -29.69859 1.64785 -8.65636  0.09
H -27.36371 1.10042 -9.40139  0.13
H -29.02292 2.37183 -10.70377  0.09
H -27.36102 2.91761 -11.20286  0.08
H -28.44996 3.92683 -10.19428  0.09
H -26.27148 3.44821 -8.60197  0.10
C -23.21576 9.59165 -10.29063  -0.06
C -21.90048 9.38738 -9.47152  -0.50
C -21.93931 8.09857 -8.75343  -0.07
O -20.73746 9.47415 -10.29919  -0.07
H -24.05703 9.61653 -9.52843  0.09
H -23.46694 8.77378 -10.97020  0.07
H -23.14034 10.50828 -10.83680  0.06
H -21.86397 10.30345 -8.89588  0.13
H -21.94428 7.25881 -9.43756  0.06
H -22.91670 8.10799 -8.17780  0.10
H -21.16199 8.03273 -7.99154  0.07
H -20.90167 8.94623 -11.12197  0.08
C -19.53281 5.48154 -13.89075  -0.05
C -19.68816 6.96009 -13.67473  -0.46
C -19.45338 7.85314 -15.06537  -0.01
O -20.91546 7.32154 -13.11652  -0.07
H -19.53377 4.92645 -12.91506  0.07
H -18.71153 5.18003 -14.52316  0.07
H -20.47807 5.14848 -14.39012  0.09
H -19.01784 7.38018 -12.95174  0.12
H -18.41658 7.82077 -15.45833  0.08
H -19.67790 8.84576 -14.85449  0.04
H -20.11962 7.45605 -15.77314  0.04
H -21.63231 7.23888 -13.74598  0.09
C -23.35781 4.70620 -11.01146  -0.03
C -22.07267 3.83226 -11.01612  -0.45
C -20.85947 4.67035 -10.55961  -0.06
O -22.14073 2.74153 -10.09212  -0.10
H -23.44773 5.07557 -9.96014  0.07
H -24.18858 4.08548 -11.21371  0.04
H -23.24213 5.49739 -11.71823  0.07
H -21.98641 3.41208 -12.08510  0.14
H -20.75662 5.60319 -11.15505  0.06
H -19.89597 4.10654 -10.73874  0.09
H -20.98121 4.89681 -9.49084  0.07
H -22.73423 2.01627 -10.39221  0.06
C -19.22492 0.97871 -6.42906  -0.04
C -19.99452 1.22305 -7.70131  -0.48
C -20.43073 -0.13421 -8.29680  -0.04
O -21.06272 2.13012 -7.43701  -0.07
H -19.95820 0.44047 -5.82133  0.09
H -18.95176 1.85955 -5.86802  0.06
H -18.36457 0.33775 -6.64075  0.09
H -19.40027 1.69523 -8.47609  0.13
H -19.53829 -0.71123 -8.66136  0.10
H -21.04346 0.04674 -9.17262  0.05
H -21.08468 -0.70129 -7.54762  0.10
H -21.53055 2.31382 -8.26194  0.06
C -21.09321 0.89818 -14.87879  -0.09
C -20.74139 -0.33448 -14.13967  -0.44
C -20.26711 0.02782 -12.65542  -0.04
O -21.91381 -1.21955 -14.06169  -0.07
H -21.68022 1.65891 -14.32469  0.07
H -21.76170 0.63307 -15.75603  0.10
H -20.17488 1.39401 -15.28897  0.09
H -19.96045 -0.91112 -14.64445  0.13
H -20.12687 -0.86797 -12.07231  0.05
H -21.01447 0.63964 -12.12654  0.06
H -19.35890 0.70268 -12.62935  0.09
H -21.85218 -1.79711 -13.30767  0.03

The total energy comes out at -2427.60239 hartree. As for the orbital gap: 8.356 eV. The value obtained for the relative energy (zero: lowest compared OMol25 entry of this formula, charge and spin) is 33.7 kcal/mol. The SMILES is CC1(C)CCCC(C)(C)N1O.CC(C)O.CC(C)O.CC(C)O.CC(C)O.CC(C)O.CC(C)O.CC(C)O.CC(C)O.CC(C)O.CC(C)O. As for the spin multiplicity: 1. The LUMO energy comes out at 0.34 eV.

---

Below is an isolated molecule of C3BN3S3 at a distorted geometry, with properties calculated with ωB97M-V/def2-TZVPD.

Each line ends with the Löwdin charge.
CARTESIAN COORDINATES (ANGSTROEM)
N 1.79441 -2.54503 1.12451  0.11
C 1.73133 -1.84343 0.23207  -0.77
S 1.88052 -0.74470 -1.05655  0.80
B -0.10586 0.04925 -0.52886  -1.07
S -0.46944 1.68565 0.06890  0.95
C 1.05337 2.38262 0.48790  -0.59
N 2.11992 2.83705 0.51393  0.12
S -1.35534 -1.20919 -0.74096  0.94
C -2.81214 -0.43558 -0.27373  -0.63
N -3.83677 -0.17663 0.17278  0.13

The total energy comes out at -1497.97765 hartree. As for the orbital gap: 9.059 eV. The value obtained for the relative energy (zero: lowest compared OMol25 entry of this formula, charge and spin) is 0.0 kcal/mol. The SMILES is N#CSB(SC#N)SC#N. As for the spin multiplicity: 1. The LUMO energy comes out at -1.51 eV.

---

Below is C3Br2N2 as an isolated structure at a distorted geometry, with properties calculated with ωB97M-V/def2-TZVPD.

Each line ends with the Löwdin charge.
CARTESIAN COORDINATES (ANGSTROEM)
C 0.08535 -0.02257 -1.17939  -0.33
C 0.06666 0.13332 1.26966  -0.35
C -0.63733 0.22314 0.02660  -0.89
N 0.57692 -0.18681 -2.20111  0.22
N 0.71991 -0.08648 2.19307  0.22
Br -1.89816 1.63186 -0.03878  0.83
Br -1.98463 -1.92989 0.22669  0.30

The total energy comes out at -5371.75903 hartree. As for the orbital gap (alpha / beta): 7.513 / 7.511 eV. The value obtained for the relative energy (zero: lowest compared OMol25 entry of this formula, charge and spin) is 20.0 kcal/mol. As for the spin multiplicity: 1. The LUMO energy (alpha / beta) comes out at -3.51 / -3.51 eV.

---

Below is a 2-piece molecular cluster, C3BrF3O2 overall at a distorted geometry, with properties calculated with ωB97M-V/def2-TZVPD.

Each line ends with the Löwdin charge.
CARTESIAN COORDINATES (ANGSTROEM)
C 0.60752 -0.24359 -0.37570  -0.09
C 0.14525 1.87631 0.37993  -0.60
C -0.44043 -1.35884 0.05691  -0.61
O 1.54284 -0.42885 -0.99961  0.20
O -0.08924 2.14851 1.48155  0.04
F -0.22413 -1.78260 1.30885  0.16
F -0.31056 -2.40380 -0.73966  0.18
F -1.69237 -0.94371 0.06681  0.17
Br 0.46111 3.13657 -1.17909  0.54

The total energy comes out at -3138.32870 hartree. As for the orbital gap (alpha / beta): 8.049 / 8.047 eV. The value obtained for the relative energy (zero: lowest compared OMol25 entry of this formula, charge and spin) is 29.4 kcal/mol. As for the spin multiplicity: 1. The LUMO energy (alpha / beta) comes out at -1.32 / -1.32 eV.

---

Below is a 2-piece molecular cluster, C3BrF5O overall at a distorted geometry, with properties calculated with ωB97M-V/def2-TZVPD.

Each line ends with the Löwdin charge.
CARTESIAN COORDINATES (ANGSTROEM)
C -0.31774 -0.45536 0.69343  -0.38
C 0.42319 -0.80439 -1.92892  -0.60
C -0.47956 0.98331 1.27611  -0.76
O 0.76142 0.20295 -1.45292  0.18
F 0.93815 -2.02877 -1.79065  0.16
F -0.57958 -0.91968 -2.77478  0.18
F -1.52390 1.63699 0.71326  0.11
F -0.66340 0.98841 2.57002  0.12
F 0.64579 1.74227 0.93722  0.07
Br 0.79563 -1.34573 1.75723  0.92

The total energy comes out at -3262.78942 hartree. As for the orbital gap: 8.085 eV. The value obtained for the relative energy (zero: lowest compared OMol25 entry of this formula, charge and spin) is 0.0 kcal/mol. As for the spin multiplicity: 1. The LUMO energy comes out at -1.75 eV.